[1]
The following is a quantum chemistry calculation of the molecule C16H21N3O3S2, from OMol25.

DFT total energy, hartree: -1808.70646
Multiplicity: 1
Strongest force on any atom, eV/Å: 0.8
HOMO level, eV: -8.14
LUMO level, eV: 0.35
HOMO-LUMO gap, eV: 8.5

The geometry in XYZ format:
```
45
C16H21N3O3S2, DFT the ωB97M-V functional and the def2-TZVPD basis
S -1.179 2.395 -1.446
S 2.482 -0.114 0.046
O -0.526 0.449 3.422
O -1.805 3.594 -1.921
O -0.564 1.544 -2.440
N 0.652 1.636 1.899
N 0.433 -0.926 -1.543
N 1.132 -2.442 -0.046
C 3.114 -1.048 1.484
C -1.560 -4.489 -1.536
C -1.228 3.195 1.942
C 1.292 -1.244 -0.532
C -1.416 -2.300 -2.570
C 1.860 0.173 3.387
C 0.094 -2.981 -0.767
C -0.363 -2.034 -1.714
C -0.512 -4.228 -0.677
C 0.535 0.757 2.922
C 0.071 2.768 -0.168
C 2.157 -1.153 2.662
C -2.307 1.418 -0.407
C -1.402 0.984 0.720
C -0.467 2.153 1.119
C -2.006 -3.545 -2.463
H 4.035 -0.536 1.763
H -2.831 -3.797 -3.112
H -3.110 2.075 -0.092
H -2.053 -5.449 -1.493
H -1.960 0.657 1.597
H -0.549 3.980 2.267
H -1.751 -1.565 -3.285
H 0.187 3.845 -0.116
H -0.168 -4.956 0.040
H -0.785 0.147 0.391
H -2.697 0.588 -0.987
H 0.995 2.300 -0.499
H 3.341 -2.043 1.105
H 1.226 -1.614 2.326
H -1.653 2.721 2.823
H 2.621 -1.846 3.367
H -2.023 3.643 1.352
H 2.674 0.882 3.234
H 1.762 -0.023 4.454
H 1.572 1.784 1.515
H 0.320 -0.037 -2.022
```

***

[2]
The following is a quantum chemistry calculation of a structure of composition C16H22As2F6N2OPdSb at a distorted geometry, from OMol25.

Expectation value of S²: 8.785
DFT total energy, hartree: -6244.83700
Multiplicity: 6
Strongest force on any atom, eV/Å: 1.4
Charge: +4
HOMO level (alpha / beta), eV: -20.82 / -22.01
LUMO level (alpha / beta), eV: -12.36 / -15.96
HOMO-LUMO gap (alpha / beta), eV: 8.5 / 6.0

The geometry in XYZ format:
```
51
C16H22As2F6N2OPdSb, DFT the ωB97M-V functional and the def2-TZVPD basis
Sb -0.027 0.089 2.912
Pd 0.102 0.055 -0.273
As -1.637 -1.840 -0.725
As -1.748 1.851 -0.599
F 0.545 1.412 1.592
F -1.150 1.366 3.585
F -0.787 -1.436 3.569
F 0.783 -1.041 1.511
F 1.610 0.249 3.690
F -1.442 -0.053 1.398
O 6.439 0.142 -3.079
N 2.214 0.069 -0.844
N 7.325 0.300 -0.980
C 4.100 -0.897 -1.938
C 2.752 -0.887 -1.613
C 4.893 0.115 -1.414
C -3.263 -0.748 -1.040
C -1.445 3.064 -2.073
C -2.371 2.877 0.894
C 2.993 1.032 -0.330
C -4.376 1.344 -1.574
C -1.498 -3.033 -2.234
C -4.451 -1.483 -1.242
C -5.568 0.594 -1.800
C -2.122 -2.911 0.804
C 4.351 1.103 -0.604
C -5.580 -0.837 -1.668
C -3.255 0.700 -1.143
C 6.350 0.186 -1.815
H -0.526 3.613 -1.869
H -6.496 1.120 -2.005
H -2.820 -3.675 0.463
H -2.552 -2.283 1.577
H -1.215 -3.385 1.178
H -2.277 3.770 -2.100
H -1.360 2.528 -3.015
H 4.933 1.917 -0.191
H 4.493 -1.677 -2.577
H -1.312 -2.494 -3.159
H 7.174 0.286 0.022
H -3.249 3.433 0.559
H -0.673 -3.712 -2.019
H -2.423 -3.607 -2.305
H -6.475 -1.395 -1.916
H -4.468 -2.559 -1.129
H 2.097 -1.657 -1.996
H 2.528 1.764 0.316
H 8.291 0.344 -1.306
H -1.578 3.570 1.173
H -2.610 2.227 1.730
H -4.407 2.421 -1.688
```

***

[3]
The following is a quantum chemistry calculation of a structure of composition C16H22CdClF3N2O8PS at a distorted geometry, from OMol25.

DFT total energy, hartree: -3000.75528
Multiplicity: 1
Strongest force on any atom, eV/Å: 3.1
Charge: +1
HOMO level, eV: -10.48
LUMO level, eV: -8.52
HOMO-LUMO gap, eV: 2.0

The geometry in XYZ format:
```
55
C16H22CdClF3N2O8PS, DFT the ωB97M-V functional and the def2-TZVPD basis
Cd -2.286 0.163 -4.983
Cl -1.626 2.165 -2.460
S -2.506 0.922 -0.083
P 1.683 0.780 -1.994
F 3.690 -3.727 -1.277
F 3.926 -2.773 0.623
F 3.395 -1.608 -1.114
O -3.293 0.328 -1.128
O -3.205 1.991 0.524
O 0.323 -0.244 2.129
O -2.094 -0.255 0.887
O -0.817 -0.419 -2.368
O 1.428 2.050 -3.035
O 1.447 -3.354 1.156
O 2.139 -0.581 1.046
N -0.034 -0.367 -4.650
N 2.566 1.525 -0.757
C -0.263 2.697 -0.288
C 0.108 -0.905 -0.204
C 3.185 -2.770 -0.476
C -1.348 -2.466 1.258
C -2.812 -2.747 1.515
C -0.008 0.239 -1.299
C -0.788 2.592 2.257
C 0.688 -2.159 -0.929
C -0.931 1.451 -0.892
C -3.340 -2.638 2.791
C 0.281 2.705 1.154
C -1.336 -1.304 0.252
C 0.905 -0.520 1.050
C 0.849 4.170 1.334
C -0.336 -0.483 -3.523
C 1.683 -3.072 -0.184
H 0.530 3.074 -0.939
H -3.929 -1.745 3.018
H 0.556 4.574 2.301
H 1.860 -2.698 1.737
H -1.270 1.617 2.298
H 1.807 1.775 -3.878
H 3.534 1.269 -0.933
H -3.401 -3.076 0.651
H -1.018 3.489 -0.329
H 1.945 4.169 1.344
H -1.515 3.394 2.097
H 1.571 -4.046 -0.676
H 1.151 2.080 1.347
H -3.111 -3.409 3.527
H 2.530 2.538 -0.847
H 1.181 -1.942 -1.881
H -1.944 -1.648 -0.594
H -0.968 -3.347 0.720
H -0.166 -2.778 -1.226
H -0.802 -2.274 2.175
H 0.523 4.825 0.521
H -0.335 2.773 3.234
```

***

[4]
The following is a quantum chemistry calculation of a structure of composition C16H22Cl2GdNO3S5 at a distorted geometry, from OMol25.

Expectation value of S²: 16.036
DFT total energy, hartree: -4579.83811
Multiplicity: 8
Strongest force on any atom, eV/Å: 3.5
Charge: +2
HOMO level (alpha / beta), eV: -14.93 / -14.93
LUMO level (alpha / beta), eV: -6.01 / -10.20
HOMO-LUMO gap (alpha / beta), eV: 8.9 / 4.7

The geometry in XYZ format:
```
50
C16H22Cl2GdNO3S5, DFT the ωB97M-V functional and the def2-TZVPD basis
Gd 8.868 10.355 7.936
Cl 12.143 10.307 8.083
Cl 10.675 9.605 10.310
S 8.796 13.149 6.906
S 9.149 7.483 8.541
S 7.084 9.664 10.204
S 6.100 10.987 7.353
S 8.249 8.943 5.480
O 7.553 13.870 6.884
O 10.699 13.386 10.042
O 8.826 11.842 6.139
N 9.212 12.600 8.406
C 10.239 14.113 6.621
C 12.488 15.593 6.755
C 8.075 6.777 7.368
C 6.448 9.098 5.303
C 10.829 14.277 7.849
C 11.842 15.344 5.505
C 10.641 14.701 5.420
C 10.222 13.415 8.939
C 12.190 10.282 9.835
C 5.046 9.792 8.186
C 12.009 15.060 7.964
C 5.430 10.011 9.667
C 7.015 7.852 10.320
C 8.342 7.190 10.154
C 5.910 10.495 5.557
C 8.500 7.203 5.880
H 8.046 6.621 5.008
H 6.370 7.435 9.619
H 6.578 11.210 5.053
H 4.742 9.577 10.363
H 4.063 10.087 7.995
H 5.265 11.102 9.798
H 6.577 7.661 11.283
H 9.032 7.508 10.947
H 4.859 10.683 5.261
H 13.005 9.656 10.209
H 12.398 15.268 8.931
H 6.268 8.829 4.241
H 6.986 7.147 7.449
H 8.132 5.665 7.479
H 6.047 8.351 5.938
H 13.416 16.141 6.698
H 5.189 8.734 7.888
H 10.189 14.514 4.449
H 12.289 11.254 10.336
H 9.558 6.929 5.704
H 12.376 15.884 4.730
H 8.299 6.049 10.263
```

***

[5]
The following is a quantum chemistry calculation of a cluster of 5 separate species, C16H22ClN4O4 in total, from OMol25.

DFT total energy, hartree: -1602.87079
Multiplicity: 1
Strongest force on any atom, eV/Å: 0.8
Charge: -1
HOMO level, eV: -5.58
LUMO level, eV: 2.92
HOMO-LUMO gap, eV: 8.5

The geometry in XYZ format:
```
47
C16H22ClN4O4, DFT the ωB97M-V functional and the def2-TZVPD basis
Cl -0.047 -1.026 -1.576
O -1.160 -1.693 -0.941
O 0.080 -1.415 -2.958
O 1.155 -1.354 -0.843
O -0.246 0.416 -1.539
N 2.732 1.113 -2.565
N -0.846 -2.899 1.802
N -3.198 -0.361 -3.936
N 1.565 -0.415 3.773
C 1.066 1.708 4.148
C 2.796 1.983 -1.523
C -1.322 -4.843 2.746
C -3.419 0.060 -2.891
C -3.422 2.997 -2.504
C 1.221 1.508 2.741
C 3.973 2.678 -1.626
C -3.042 2.007 -1.404
C 1.520 0.193 2.542
C -0.285 -5.042 1.792
C -0.028 -3.820 1.224
C -1.638 -3.511 2.734
C 4.641 2.197 -2.791
C 1.309 0.506 4.753
C -3.663 0.616 -1.564
C 3.852 1.232 -3.346
H -2.386 -2.969 3.286
H 1.979 0.458 -2.704
H 3.906 0.637 -4.241
H 1.952 2.076 -0.861
H -1.770 -5.580 3.393
H -1.957 1.904 -1.378
H 0.859 2.637 4.653
H -4.744 0.678 -1.419
H -4.438 3.377 -2.369
H 1.318 0.199 5.785
H -3.310 2.541 -3.485
H -3.233 -0.065 -0.830
H 0.149 -5.977 1.480
H -0.948 -1.957 1.459
H -2.761 3.864 -2.449
H 1.058 2.221 1.950
H 4.316 3.456 -0.965
H 5.592 2.548 -3.158
H -3.337 2.380 -0.420
H 1.843 -1.367 3.932
H 1.676 -0.392 1.650
H 0.645 -3.501 0.444
```

***

[6]
The following is a quantum chemistry calculation of a structure of composition C16H22ClOTc at a distorted geometry, from OMol25.

Expectation value of S²: 3.778
DFT total energy, hartree: -1238.94405
Multiplicity: 4
Strongest force on any atom, eV/Å: 2.4
Charge: -1
HOMO level (alpha / beta), eV: -1.94 / -2.73
LUMO level (alpha / beta), eV: 3.41 / 3.30
HOMO-LUMO gap (alpha / beta), eV: 5.3 / 6.0

The geometry in XYZ format:
```
41
C16H22ClOTc, DFT the ωB97M-V functional and the def2-TZVPD basis
Tc 1.141 0.590 0.858
Cl 3.152 -1.142 -1.022
O 0.087 0.312 -0.793
C -1.202 -0.087 -2.739
C 2.994 0.314 -0.043
C 0.820 -0.766 2.472
C -3.196 0.440 -1.270
C 1.054 2.792 0.411
C 1.604 1.899 2.484
C 1.765 -1.512 1.669
C -0.363 -2.046 0.952
C 1.007 -2.351 0.797
C -0.503 -1.038 1.939
C 0.146 -0.342 -2.042
C -2.367 -0.540 -1.974
C 2.141 2.495 1.299
C -0.171 2.408 1.060
C 0.168 1.863 2.337
C -2.747 -1.961 -1.996
H -3.315 -2.213 -1.086
H 3.193 2.699 1.121
H 0.974 0.075 -2.632
H 3.771 0.227 0.727
H -0.549 1.542 3.083
H -1.862 -2.614 -2.059
H 1.131 3.262 -0.563
H -1.187 -2.583 0.485
H -3.946 0.901 -1.939
H -1.286 0.995 -2.923
H 0.323 -1.427 -1.929
H 3.296 1.120 -0.724
H -3.397 -2.206 -2.856
H -2.578 1.254 -0.858
H 1.401 -3.178 0.213
H 2.176 1.586 3.348
H 1.053 -0.379 3.454
H -3.747 -0.044 -0.449
H 2.826 -1.598 1.892
H -1.178 -0.611 -3.709
H -1.177 2.536 0.673
H -1.452 -0.670 2.333
```

***

[7]
The following is a quantum chemistry calculation of a structure of composition C16H22F3MoNO7SbSe4Si2, from OMol25.

DFT total energy, hartree: -11997.37521
Multiplicity: 1
Strongest force on any atom, eV/Å: 1.0
Charge: -1
HOMO level (alpha / beta), eV: -5.15 / -5.15
LUMO level (alpha / beta), eV: -0.12 / -0.12
HOMO-LUMO gap (alpha / beta), eV: 5.0 / 5.0

The geometry in XYZ format:
```
57
C16H22F3MoNO7SbSe4Si2, DFT the ωB97M-V functional and the def2-TZVPD basis
Sb 3.200 -4.474 1.217
Mo 1.203 0.318 -0.242
Se 2.087 -1.651 0.273
Se 1.433 -5.570 0.079
Se 5.086 -3.727 -0.003
Se 2.975 -3.929 3.505
Si -0.749 -0.994 2.260
Si -1.764 -1.438 -0.778
F 4.289 -0.233 -1.922
F 5.980 1.078 -1.599
F 4.927 0.258 0.099
O 4.157 2.988 -1.651
O 0.962 1.569 1.326
O -1.498 5.535 -2.365
O 1.003 0.156 -2.183
O 0.507 1.024 -4.193
O 0.096 3.424 2.246
O 2.647 1.743 -0.586
N 0.028 2.072 -0.941
C -0.587 -2.850 2.501
C 0.539 -0.327 3.455
C 0.480 1.078 -2.996
C -0.120 2.230 -2.243
C -0.702 -0.386 0.424
C -0.979 4.398 -1.858
C -0.214 3.039 -0.076
C -2.269 -3.146 -0.189
C 4.777 0.746 -1.139
C 3.807 1.956 -1.144
C -3.329 -0.406 -0.985
C -1.110 -1.759 -2.507
C -2.422 -0.406 2.896
C -0.746 4.238 -0.491
C 0.289 2.693 1.306
C -0.641 3.391 -2.763
H -0.115 -2.203 -2.520
H -0.750 3.537 -3.828
H -3.802 -0.190 -0.024
H -3.239 -0.698 2.230
H -1.518 -3.395 2.364
H -2.830 -3.592 -1.016
H 0.188 -0.655 4.440
H 0.654 0.752 3.480
H -2.918 -3.134 0.685
H -0.267 -2.987 3.537
H -0.933 5.026 0.228
H -4.057 -0.929 -1.612
H -1.412 -3.791 0.016
H -1.653 6.170 -1.657
H -1.802 -2.480 -2.953
H 0.185 -3.315 1.882
H -1.315 0.525 0.467
H -2.434 0.684 2.990
H 1.511 -0.800 3.303
H -3.100 0.550 -1.467
H -2.627 -0.827 3.883
H -1.104 -0.884 -3.157
```

***

[8]
The following is a quantum chemistry calculation of a cluster of 2 separate species, C16H22FN2O in total at a distorted geometry, from OMol25.

DFT total energy, hartree: -907.18007
Multiplicity: 1
Strongest force on any atom, eV/Å: 3.4
Charge: +1
HOMO level, eV: -11.30
LUMO level, eV: -4.68
HOMO-LUMO gap, eV: 6.6

The geometry in XYZ format:
```
42
C16H22FN2O, DFT the ωB97M-V functional and the def2-TZVPD basis
F 3.268 -2.106 -1.333
O -4.041 1.120 1.729
N -2.547 0.326 -1.918
N -3.255 -0.625 -1.385
C 1.223 -3.217 -0.978
C 3.312 -4.415 -0.873
C -3.512 0.910 0.471
C -2.498 3.354 0.460
C 2.440 1.796 1.345
C -0.980 3.681 0.779
C 1.237 -5.576 -0.505
C 0.536 -4.392 -0.703
C 0.027 2.498 0.541
C -2.240 1.576 -1.496
C -2.749 1.969 -0.170
C -3.766 -0.382 -0.182
C 2.603 -3.243 -1.062
C 1.466 2.987 1.012
C 2.221 0.509 0.451
C 2.624 -5.586 -0.588
H 1.379 -0.110 0.862
H -4.370 -1.170 0.321
H 1.927 3.630 0.215
H -3.659 0.394 2.266
H -2.958 4.173 -0.154
H 2.005 0.755 -0.620
H -0.279 1.532 1.010
H 1.300 3.616 1.921
H -3.055 3.380 1.434
H 0.134 2.293 -0.563
H 3.172 -0.082 0.516
H 0.695 -2.283 -1.127
H -0.546 -4.386 -0.643
H 0.700 -6.491 -0.287
H 3.497 2.134 1.180
H 3.170 -6.508 -0.429
H -0.648 4.527 0.124
H 2.380 1.476 2.417
H -2.143 0.087 -2.833
H -1.609 2.261 -2.107
H 4.392 -4.406 -0.950
H -0.853 3.995 1.849
```

***

[9]
The following is a quantum chemistry calculation of a cluster of 3 separate species, C16H22FN4O9S2 in total at a distorted geometry, from OMol25.

DFT total energy, hartree: -2414.96384
Multiplicity: 1
Strongest force on any atom, eV/Å: 3.3
Charge: +1
HOMO level, eV: -11.83
LUMO level, eV: -2.90
HOMO-LUMO gap, eV: 8.9

The geometry in XYZ format:
```
54
C16H22FN4O9S2, DFT the ωB97M-V functional and the def2-TZVPD basis
S -2.968 -0.862 5.136
S 1.751 0.369 1.482
F -4.502 2.616 -2.855
O 0.182 0.209 1.124
O 1.591 1.440 2.674
O -1.759 -1.908 5.356
O 2.668 -2.337 -3.979
O -2.417 0.367 4.662
O -4.026 -1.531 4.466
O -3.369 -0.668 6.684
O 2.392 1.007 0.380
O 2.220 -0.855 2.034
N 0.152 -1.122 -2.378
N -2.062 -0.892 -2.012
N -2.569 0.299 -4.002
N -0.310 -0.458 -3.453
C 4.340 0.132 -1.951
C -2.671 -1.626 7.487
C -0.865 -1.365 -1.508
C -3.993 0.299 -3.573
C 3.692 0.498 -4.340
C 2.589 -1.478 -3.135
C 5.215 1.298 -1.992
C -1.384 -1.908 6.737
C 3.556 -0.283 -3.100
C -0.607 0.876 2.120
C 5.328 2.112 -3.214
C 0.271 1.997 2.635
C -1.677 -0.309 -3.221
C 1.506 -1.598 -2.000
C -4.254 1.315 -2.383
C 4.558 1.670 -4.387
H -3.291 -2.523 7.563
H -0.685 -1.882 -0.545
H -2.489 -1.227 8.484
H 1.795 -1.073 -1.048
H 3.117 0.222 -5.256
H -4.664 0.658 -4.404
H 0.282 2.843 1.943
H -5.066 0.964 -1.698
H -2.329 0.718 -4.897
H 5.822 1.615 -1.112
H 1.411 -2.686 -1.724
H -0.031 2.341 3.622
H -0.837 0.160 2.908
H -0.940 -2.861 7.016
H -0.654 -1.109 6.890
H -1.535 1.246 1.686
H 5.973 3.014 -3.250
H 0.252 -0.151 -4.243
H -4.351 -0.735 -3.314
H 4.644 2.250 -5.330
H 4.296 -0.449 -0.999
H -3.299 1.361 -1.789
```

***

[10]
The following is a quantum chemistry calculation of a structure of composition C16H22MnN at a distorted geometry, from OMol25.

Expectation value of S²: 3.830
DFT total energy, hartree: -1828.25768
Multiplicity: 4
Strongest force on any atom, eV/Å: 3.0
Charge: +1
HOMO level (alpha / beta), eV: -9.46 / -12.19
LUMO level (alpha / beta), eV: -3.50 / -3.65
HOMO-LUMO gap (alpha / beta), eV: 6.0 / 8.5

The geometry in XYZ format:
```
40
C16H22MnN, DFT the ωB97M-V functional and the def2-TZVPD basis
Mn 0.811 0.800 -0.108
N 2.748 1.580 0.519
C 0.331 2.043 1.760
C -0.684 2.232 -0.324
C 3.579 2.392 0.447
C -2.544 -2.600 0.353
C -2.702 -2.409 1.804
C -0.034 -0.506 -1.544
C 0.495 0.672 -2.196
C 1.912 0.689 -1.970
C -1.210 1.055 0.326
C 2.258 -0.457 -1.190
C 0.306 2.808 0.557
C 1.048 -1.180 -0.890
C -1.648 -3.661 -0.133
C -0.549 0.926 1.605
C 4.708 3.292 0.526
C -3.528 -2.004 -0.564
H 5.602 2.722 0.823
H -1.758 -2.600 2.330
H -1.044 -0.890 -1.632
H 0.982 -2.122 -0.331
H -4.438 -2.623 -0.647
H -0.782 -3.780 0.528
H -0.813 0.206 2.385
H -1.014 2.667 -1.263
H 0.847 3.733 0.371
H -3.859 -1.016 -0.213
H -3.446 -3.105 2.226
H 2.605 1.400 -2.408
H -3.128 -1.904 -1.583
H 4.897 3.763 -0.449
H 4.512 4.084 1.264
H -3.043 -1.396 2.046
H -2.156 -4.639 -0.166
H -2.055 0.450 0.005
H 3.258 -0.782 -0.909
H -1.293 -3.459 -1.151
H -0.050 1.332 -2.874
H 0.879 2.287 2.670
```